No. 1
Here is C17H28N3O7Ru as an isolated structure at a distorted geometry from OMol25. Energies are from the ωB97M-V functional and the def2-TZVPD basis.

Each line ends with the Mulliken spin population.
Positions of all 56 atoms, in Å:
Ru: -0.119 0.045 0.590  0.98
C: 2.878 -0.583 -0.120  0.00
C: 2.467 -1.987 0.189  0.00
O: 1.035 -2.017 0.396  -0.02
C: 0.612 -2.829 1.499  0.00
C: 0.870 -2.145 2.797  0.00
O: 0.193 -0.887 2.755  0.00
C: 0.658 0.024 3.783  0.00
C: 0.176 1.394 3.454  0.00
O: 0.646 1.826 2.180  0.07
C: 2.014 2.233 2.071  0.00
C: 2.566 1.619 0.820  0.01
O: 2.297 0.204 0.914  0.01
H: 2.515 -0.255 -1.095  0.00
H: 3.965 -0.500 -0.110  0.00
H: 2.975 -2.337 1.085  0.00
H: 2.721 -2.649 -0.637  0.00
H: 1.089 -3.808 1.471  0.00
H: -0.458 -2.969 1.364  -0.01
H: 1.932 -1.974 2.974  0.00
H: 0.480 -2.761 3.608  0.00
H: 1.746 -0.022 3.821  0.00
H: 0.261 -0.277 4.753  0.00
H: 0.453 2.098 4.240  0.00
H: -0.910 1.386 3.368  0.00
H: 2.576 1.908 2.948  0.00
H: 2.071 3.318 1.996  0.00
H: 3.637 1.814 0.750  0.00
H: 2.072 2.017 -0.068  0.00
N: -2.123 -0.928 0.872  -0.03
C: -3.447 -0.344 0.547  0.00
C: -3.578 1.073 1.041  0.00
C: -2.573 1.931 0.102  0.00
O: -3.206 2.400 -0.832  -0.01
O: -1.404 1.871 0.477  -0.01
H: -2.037 -1.815 0.389  0.00
H: -2.075 -1.111 1.869  0.00
H: -4.250 -0.913 1.018  0.00
H: -3.600 -0.400 -0.528  0.00
H: -3.219 1.224 2.057  0.00
H: -4.585 1.458 0.926  0.00
N: -1.304 0.720 -6.398  0.00
C: -0.347 0.037 -5.721  0.00
O: 0.521 -0.629 -6.234  0.00
C: -0.376 0.133 -4.209  0.00
C: 0.072 -0.971 -3.499  0.00
C: 0.141 -0.911 -2.130  0.02
N: -0.204 0.197 -1.429  -0.02
C: -0.638 1.264 -2.121  0.00
C: -0.738 1.265 -3.500  0.00
H: -1.304 0.666 -7.404  0.00
H: -2.063 1.194 -5.946  0.00
H: 0.381 -1.860 -4.033  0.00
H: 0.484 -1.753 -1.555  -0.01
H: -0.880 2.148 -1.557  0.00
H: -1.064 2.168 -3.999  0.00

Cartesian forces (eV/Å) of the 2 atoms listed first:
-1.9 -0.3 1.2
0.1 0.1 -0.1

LUMO (alpha / beta)   -8.38 / -8.41 eV
Orbital gap (alpha / beta)   5.9 / 5.9 eV
Charge   +2
HOMO level (alpha / beta)   -14.321 / -14.330 eV
Energy   -1449.793591 a.u.
Max |F|   0.158 Eh/bohr
⟨S²⟩   0.77
Spin multiplicity   2

---

No. 2
Here is an isolated ion of composition C15H11N2O6S2 and charge -1 at a distorted geometry from OMol25. Energies are from the ωB97M-V functional and the def2-TZVPD basis.

Each line ends with the natural charge from an NBO analysis.
Positions of all 36 atoms, in Å:
N: -4.429 -3.632 2.809  -0.84
C: -4.094 -3.761 1.461  0.62
O: -4.593 -4.711 0.890  -0.63
C: -3.048 -3.089 0.859  -0.33
C: -2.512 -1.950 1.399  -0.07
C: -1.427 -1.106 0.730  -0.12
C: -1.556 0.272 0.736  0.15
C: -2.668 0.883 1.390  0.68
O: -3.380 1.664 0.721  -0.71
O: -2.922 0.622 2.589  -0.74
N: -0.587 1.167 0.203  -0.39
C: -0.062 2.283 0.686  0.64
O: -0.188 2.847 1.772  -0.55
C: 1.174 2.034 -0.135  -0.04
C: 2.323 2.787 -0.184  -0.15
C: 3.325 2.739 -1.275  -0.23
C: 3.489 1.802 -2.291  -0.23
C: 4.679 1.975 -3.039  -0.25
C: 5.372 3.129 -2.712  -0.41
S: 4.550 3.957 -1.413  0.43
C: 0.411 0.899 -0.853  -0.32
S: 1.116 -0.784 -0.767  2.12
O: 1.472 -1.205 -2.050  -0.94
O: 2.302 -0.805 0.145  -0.94
C: -0.232 -1.781 0.092  -0.64
H: -5.184 -4.250 3.083  0.41
H: -4.100 -2.784 3.229  0.40
H: -2.552 -3.404 0.042  0.21
H: -2.791 -1.598 2.404  0.25
H: 2.305 3.591 0.418  0.22
H: 2.790 1.026 -2.381  0.23
H: 5.017 1.354 -3.823  0.22
H: 6.271 3.560 -3.185  0.24
H: -0.056 1.115 -1.805  0.24
H: 0.383 -2.310 0.837  0.26
H: -0.596 -2.538 -0.582  0.24

Cartesian forces (eV/Å) of the 2 atoms listed first:
0.9 0.8 -1.7
-1.9 -3.6 2.6

LUMO   1.75 eV
Orbital gap   6.7 eV
Charge   -1
HOMO level   -4.995 eV
Energy   -1935.464785 a.u.
Max |F|   0.131 Eh/bohr
SMILES   NC(=O)/C=C/C1=C(C(=O)[O-])N2C(=O)/C(=C/c3cccs3)[C@H]2S(=O)(=O)C1

---

No. 3
Here is one molecule with the formula C12H23NO3S at a distorted geometry from OMol25. Energies are from the ωB97M-V functional and the def2-TZVPD basis.

Each line ends with the natural charge from an NBO analysis.
Positions of all 40 atoms, in Å:
O: -0.124 -2.918 2.321  -0.88
S: -0.880 -1.650 2.131  2.36
O: -1.011 -0.947 3.431  -0.92
O: -2.355 -1.877 1.489  -0.84
N: 0.015 -0.564 0.938  -0.64
C: -0.145 0.876 1.184  -0.07
C: 1.138 1.674 0.867  -0.42
C: 1.062 3.147 1.413  -0.38
C: -0.205 3.867 0.896  -0.39
C: -1.356 2.950 0.784  -0.41
C: -1.208 1.536 0.447  -0.40
C: 0.501 -0.976 -0.419  -0.02
C: 1.490 -2.131 -0.338  -0.44
C: 1.324 -3.041 -1.558  -0.40
C: 0.965 -2.335 -2.872  -0.41
C: -0.317 -1.477 -2.717  -0.42
C: -0.756 -1.420 -1.259  -0.44
H: -2.842 -1.361 2.186  0.51
H: -0.412 0.915 2.256  0.23
H: 2.007 1.140 1.301  0.22
H: 1.278 1.847 -0.167  0.19
H: 1.138 3.088 2.452  0.19
H: 1.902 3.803 1.119  0.21
H: 0.152 4.230 -0.139  0.18
H: -0.356 4.755 1.516  0.22
H: -1.923 2.986 1.702  0.20
H: -1.946 3.393 0.022  0.21
H: -1.129 1.475 -0.707  0.19
H: -2.100 1.091 0.798  0.20
H: 1.037 -0.126 -0.909  0.22
H: 1.217 -2.783 0.503  0.25
H: 2.427 -1.586 -0.211  0.20
H: 2.222 -3.624 -1.744  0.22
H: 0.460 -3.690 -1.280  0.20
H: 1.887 -1.798 -3.223  0.19
H: 0.880 -3.099 -3.710  0.21
H: -0.072 -0.519 -3.148  0.21
H: -1.115 -2.017 -3.282  0.21
H: -1.340 -2.238 -0.913  0.22
H: -1.508 -0.594 -1.162  0.21

Cartesian forces (eV/Å) of the 2 atoms listed first:
-2.3 2.6 -1.8
4.7 -0.3 1.3

LUMO   0.41 eV
Orbital gap   9.4 eV
HOMO level   -9.016 eV
Energy   -1149.606336 a.u.
Max |F|   0.094 Eh/bohr
SMILES   O=S(=O)(O)N(C1CCCCC1)C1CCCCC1

---

No. 4
Here is a 2-piece molecular cluster, C3H6OS overall at a distorted geometry from OMol25. Energies are from the ωB97M-V functional and the def2-TZVPD basis.

Each line ends with the natural charge from an NBO analysis.
Positions of all 11 atoms, in Å:
C: -1.558 -1.249 0.148  -0.13
C: -0.430 -0.626 0.068  0.00
C: 1.810 0.133 -0.191  -0.28
O: 0.855 -0.964 0.100  -0.51
S: -4.543 0.193 -0.036  -0.15
H: -2.580 -0.909 0.150  0.16
H: -4.750 -0.913 -0.859  0.12
H: -0.639 0.462 0.337  0.17
H: 1.887 0.135 -1.339  0.20
H: 2.730 -0.404 0.006  0.21
H: 1.665 1.106 0.388  0.21

Cartesian forces (eV/Å) of the 2 atoms listed first:
-0.2 -1.4 -0.5
-0.4 3.0 1.4

LUMO (alpha / beta)   -0.36 / -2.49 eV
Orbital gap (alpha / beta)   8.8 / 6.4 eV
HOMO level (alpha / beta)   -9.135 / -8.864 eV
Energy   -591.110639 a.u.
Max |F|   0.065 Eh/bohr

---

No. 5
Here is C47H44F3GeN2P2SY as an isolated structure at a distorted geometry from OMol25. Energies are from the ωB97M-V functional and the def2-TZVPD basis.

Each line ends with the natural charge from an NBO analysis.
Positions of all 101 atoms, in Å:
Y: 0.087 0.296 0.013  1.70
S: -0.057 5.220 -0.656  0.26
C: 1.600 4.773 -0.628  -0.41
C: 1.798 3.449 -0.386  -0.25
C: 0.610 2.685 -0.204  -0.40
C: -0.480 3.497 -0.308  -0.26
C: -1.846 3.163 -0.036  0.22
C: -2.872 4.124 -0.061  -0.26
C: -4.142 3.773 0.333  -0.17
C: -4.380 2.469 0.749  -0.30
C: -3.322 1.574 0.709  0.09
N: -2.101 1.888 0.316  -0.47
H: 2.334 5.545 -0.790  0.21
H: 2.790 3.024 -0.323  0.21
H: -2.637 5.135 -0.363  0.21
H: -4.944 4.503 0.332  0.20
H: -5.354 2.160 1.099  0.21
H: -3.455 0.543 1.016  0.21
C: -1.755 -3.899 -1.310  -0.42
N: -1.394 -2.643 -0.687  -1.08
P: -2.405 -1.442 -0.368  1.03
C: -3.883 -2.392 0.281  -0.23
C: -4.788 -3.034 -0.564  -0.24
C: -5.581 -4.069 -0.105  -0.22
C: -5.482 -4.495 1.209  -0.25
C: -4.595 -3.860 2.067  -0.23
C: -3.809 -2.824 1.604  -0.23
C: -3.314 -0.836 -1.904  -0.35
C: -4.474 -0.067 -1.858  -0.16
C: -5.042 0.434 -3.015  -0.25
C: -4.460 0.169 -4.245  -0.24
C: -3.309 -0.600 -4.308  -0.22
C: -2.745 -1.094 -3.145  -0.20
P: 1.472 -2.319 0.007  0.91
C: 2.286 -3.971 -0.188  -0.32
C: 1.486 -5.063 0.156  -0.21
C: 1.865 -6.347 -0.168  -0.21
C: 3.045 -6.573 -0.864  -0.25
C: 3.839 -5.497 -1.228  -0.24
C: 3.458 -4.210 -0.895  -0.17
C: 1.295 -2.513 1.827  -0.31
C: 0.046 -2.439 2.426  -0.15
C: -0.087 -2.582 3.797  -0.22
C: 1.035 -2.801 4.577  -0.21
C: 2.285 -2.885 3.985  -0.23
C: 2.416 -2.753 2.616  -0.20
H: -2.521 -3.826 -2.093  0.15
H: -2.116 -4.634 -0.572  0.16
H: -0.844 -4.305 -1.764  0.18
H: -4.863 -2.725 -1.598  0.22
H: -6.274 -4.560 -0.781  0.19
H: -6.083 -5.324 1.561  0.19
H: -4.510 -4.192 3.096  0.20
H: -3.102 -2.344 2.270  0.21
H: -4.946 0.124 -0.904  0.19
H: -5.942 1.040 -2.963  0.19
H: -4.901 0.563 -5.154  0.19
H: -2.849 -0.811 -5.266  0.20
H: -1.844 -1.688 -3.172  0.23
H: 0.552 -4.875 0.670  0.23
H: 1.230 -7.181 0.109  0.20
H: 3.332 -7.582 -1.137  0.19
H: 4.754 -5.661 -1.787  0.19
H: 4.064 -3.364 -1.189  0.20
H: -0.814 -2.287 1.784  0.24
H: -1.061 -2.517 4.264  0.20
H: 0.943 -2.901 5.652  0.19
H: 3.162 -3.056 4.598  0.19
H: 3.396 -2.824 2.157  0.21
C: 2.720 -1.840 -3.155  -1.08
Ge: 3.391 -0.617 -1.728  1.60
C: 5.415 -0.896 -1.675  -1.07
C: 3.394 1.241 -2.481  -1.07
C: 2.513 -0.865 0.008  -1.50
H: 2.463 -1.294 -4.055  0.22
H: 1.826 -2.331 -2.782  0.24
H: 3.452 -2.602 -3.411  0.21
H: 5.842 -0.552 -2.615  0.20
H: 5.709 -1.932 -1.535  0.20
H: 5.860 -0.312 -0.872  0.21
H: 3.734 1.206 -3.513  0.21
H: 4.075 1.885 -1.929  0.20
H: 2.404 1.682 -2.461  0.25
H: 3.233 -0.851 0.836  0.23
F: -1.175 0.220 2.780  -0.39
C: 0.082 0.678 2.344  0.43
F: -0.036 2.053 2.594  -0.38
F: 0.925 0.280 3.376  -0.39
C: -0.043 0.250 -2.253  -0.50
C: 0.046 0.240 -3.468  -0.16
C: 0.182 0.209 -4.875  -0.11
C: 0.150 -1.007 -5.570  -0.19
C: 0.367 -1.041 -6.932  -0.21
C: 0.622 0.127 -7.634  -0.25
C: 0.635 1.339 -6.959  -0.24
C: 0.408 1.386 -5.598  -0.13
H: -0.033 -1.919 -5.021  0.23
H: 0.342 -1.984 -7.464  0.20
H: 0.811 0.094 -8.701  0.19
H: 0.828 2.252 -7.511  0.20
H: 0.414 2.333 -5.071  0.22

Cartesian forces (eV/Å) of the 2 atoms listed first:
0.0 -0.5 0.2
0.1 -1.0 0.2

LUMO   4.09 eV
Orbital gap   5.7 eV
Charge   -2
HOMO level   -1.644 eV
Energy   -5422.589370 a.u.
Max |F|   0.049 Eh/bohr

---

No. 6
Here is C37H37CsF4N5PS2Se4 as an isolated structure from OMol25. Energies are from the ωB97M-V functional and the def2-TZVPD basis.

Each line ends with the Mulliken charge.
Positions of all 91 atoms, in Å:
Cs: -0.153 0.789 1.608  1.38
Se: 1.011 -2.835 4.269  -0.22
Se: 2.660 -1.491 4.824  0.14
Se: 3.970 -1.181 2.869  0.10
Se: 2.944 -2.269 1.264  -0.08
S: -3.538 1.185 1.712  -0.37
C: -3.097 2.393 0.607  -0.09
N: -1.892 2.659 0.157  -0.18
C: -1.873 3.702 -0.750  -0.63
C: -0.732 4.197 -1.382  -0.40
C: -0.854 5.243 -2.282  -0.75
C: -2.100 5.806 -2.565  -0.45
C: -3.244 5.322 -1.945  -0.48
C: -3.122 4.272 -1.045  0.90
S: -4.341 3.456 -0.115  -0.31
H: 0.234 3.761 -1.157  0.49
H: 0.032 5.631 -2.768  0.39
H: -2.175 6.627 -3.267  0.36
H: -4.214 5.756 -2.159  0.38
F: 3.049 1.681 4.174  -0.31
C: 4.297 1.970 4.643  0.26
C: 4.457 1.922 6.016  0.14
F: 3.372 1.554 6.732  -0.38
C: 5.654 2.221 6.668  0.57
C: 6.655 2.588 5.764  0.27
C: 6.491 2.623 4.392  -0.09
F: 7.567 2.987 3.663  -0.37
C: 5.303 2.294 3.740  0.82
C: 5.143 2.268 2.280  0.37
C: 3.978 1.812 1.650  -0.37
N: 3.006 1.421 1.141  -0.51
C: 6.178 2.591 1.368  0.06
N: 6.975 2.835 0.563  -0.79
F: 7.873 2.931 6.232  -0.37
C: 5.839 2.161 8.110  0.15
C: 7.086 2.373 8.747  0.15
N: 8.077 2.528 9.329  -0.79
C: 4.791 1.867 9.016  0.14
N: 3.972 1.644 9.807  -0.80
C: -5.614 -1.148 -2.348  -0.94
C: -5.202 -2.354 -1.484  -0.89
C: -3.839 -2.138 -0.807  -0.69
C: -2.886 -1.388 -1.743  0.68
C: -3.435 0.047 -1.971  0.58
C: -4.961 0.126 -1.821  -0.81
P: -1.177 -1.279 -1.027  -0.32
C: -0.104 -0.781 -2.469  0.14
C: -0.355 -1.429 -3.854  -0.99
C: -0.954 -0.438 -4.852  -0.45
C: -0.011 0.747 -5.101  -0.93
C: 0.720 1.183 -3.815  -1.03
C: -0.050 0.757 -2.568  -0.36
C: -0.623 -3.046 -0.754  0.66
C: -1.078 -4.112 -1.777  -0.71
C: -1.159 -5.518 -1.161  -0.92
C: -0.017 -5.723 -0.173  -0.78
C: -0.195 -4.800 1.045  -0.60
C: -0.937 -3.501 0.684  -0.68
H: -6.701 -1.050 -2.367  0.46
H: -5.295 -1.305 -3.384  0.33
H: -5.159 -3.254 -2.105  0.31
H: -5.957 -2.537 -0.714  0.46
H: -3.433 -3.107 -0.516  -0.19
H: -3.954 -1.549 0.108  0.30
H: -2.853 -1.916 -2.702  0.53
H: -3.160 0.391 -2.969  -0.04
H: -2.978 0.733 -1.257  -1.00
H: -5.333 1.004 -2.352  0.52
H: -5.217 0.267 -0.767  0.26
H: 0.887 -1.097 -2.124  0.61
H: -1.003 -2.301 -3.774  0.27
H: 0.598 -1.790 -4.257  0.53
H: -1.907 -0.075 -4.466  -0.11
H: -1.174 -0.948 -5.793  0.53
H: -0.585 1.584 -5.507  0.33
H: 0.723 0.472 -5.864  0.37
H: 0.867 2.264 -3.809  0.45
H: 1.715 0.729 -3.777  0.36
H: -1.055 1.185 -2.594  -0.23
H: 0.432 1.159 -1.675  0.56
H: 0.469 -2.956 -0.805  0.40
H: -0.364 -4.135 -2.604  0.29
H: -2.049 -3.853 -2.204  0.07
H: -1.133 -6.266 -1.956  0.54
H: -2.113 -5.645 -0.638  0.27
H: 0.928 -5.496 -0.679  0.32
H: 0.041 -6.766 0.148  0.46
H: 0.779 -4.553 1.470  0.08
H: -0.754 -5.322 1.827  0.37
H: -0.655 -2.719 1.392  0.22
H: -2.013 -3.646 0.800  0.11

Cartesian forces (eV/Å) of the 2 atoms listed first:
0.6 0.0 0.4
0.1 0.1 -0.1

LUMO (alpha / beta)   1.56 / 1.47 eV
Orbital gap (alpha / beta)   3.1 / 3.1 eV
Charge   -2
HOMO level (alpha / beta)   -1.584 / -1.590 eV
Energy   -12869.095165 a.u.
Max |F|   0.015 Eh/bohr

---

Question: Look up the max |F| of the fifth one.
Answer: 0.049 Eh/bohr

---

Question: Look up the energy of the third one.
Answer: -1149.606336 a.u.

---

Question: Which of these has the lowest max |F|?
Answer: C37H37CsF4N5PS2Se4